1.
# C17H31AlAsO5S2Se2

A molecular structure, C17H31AlAsO5S2Se2 (the ωB97M-V functional and the def2-TZVPD basis, the Open Molecules 2025 dataset).

```
59
Properties=species:S:1:pos:R:3:mulliken_charge:R:1
Al 1.109 -0.371 0.925 0.288
C 4.287 -0.359 1.630 -1.004
Se 3.534 -0.078 -0.149 0.098
C 4.186 1.738 -0.422 -0.943
C 3.382 2.843 0.227 -0.670
Se 1.723 3.149 -0.744 0.139
C 1.004 4.386 0.571 -0.956
H 5.369 -0.422 1.552 0.467
H 3.892 -1.296 2.024 0.293
H 3.973 0.455 2.277 0.341
H 4.239 1.855 -1.505 0.443
H 5.207 1.691 -0.039 0.454
H 3.964 3.764 0.177 0.518
H 3.140 2.632 1.267 0.271
H 0.748 3.845 1.479 0.230
H 0.119 4.850 0.144 0.381
H 1.741 5.160 0.771 0.378
O -0.663 0.916 3.206 -0.605
S 0.707 0.462 3.191 0.958
O 1.473 0.567 4.385 -0.650
O 0.739 -0.988 2.583 -0.370
O 1.433 1.107 1.960 0.000
C -2.544 -0.842 0.939 -1.230
As -1.183 0.201 0.062 0.603
C -1.403 -0.311 -1.792 -1.214
C -1.860 2.020 0.173 -0.763
C -3.229 2.167 -0.423 0.307
C -4.362 1.992 0.368 -0.322
C -5.630 2.113 -0.181 -0.685
C -5.781 2.415 -1.527 -0.459
C -4.657 2.604 -2.320 -0.699
C -3.390 2.480 -1.770 -0.268
H -3.501 -0.619 0.469 0.497
H -2.560 -0.578 1.996 0.339
H -2.314 -1.901 0.832 0.353
H -2.424 -0.121 -2.117 0.474
H -1.182 -1.374 -1.884 0.321
H -0.712 0.253 -2.418 0.360
H -1.126 2.647 -0.326 0.039
H -1.847 2.254 1.240 0.655
H -4.248 1.772 1.423 0.466
H -6.501 1.982 0.447 0.410
H -6.769 2.516 -1.953 0.400
H -4.768 2.856 -3.366 0.401
H -2.516 2.641 -2.391 0.421
O 1.084 -1.959 -0.013 0.046
S 2.013 -3.206 0.001 0.150
C 0.954 -4.557 0.539 -0.540
C 1.262 -5.686 -0.437 -0.678
C 1.250 -5.046 -1.826 -0.615
C 2.070 -3.753 -1.725 -0.599
H -0.062 -4.175 0.422 0.164
H 1.150 -4.768 1.587 0.507
H 0.529 -6.484 -0.337 0.379
H 2.243 -6.118 -0.224 0.317
H 0.227 -4.817 -2.125 0.292
H 1.676 -5.705 -2.580 0.358
H 1.682 -2.915 -2.304 0.307
H 3.122 -3.890 -1.969 0.445
```

Values from the calculation:
- Molecular weight: 639.39 g mol⁻¹
- HOMO-LUMO gap: 8.4 eV
- E: -9119.9453 Eh
- HOMO energy: -11.0 eV
- Energy above the lowest of the compared OMol25 structures with the same formula, charge and spin: 0.513 eV
- Net charge: +1

2.
# C17H31BF4GdO5P

A molecular structure, C17H31BF4GdO5P in a non-equilibrium geometry (the ωB97M-V functional and the def2-TZVPD basis, the Open Molecules 2025 dataset).

```
60
Properties=species:S:1:pos:R:3:mulliken_charge:R:1
C -1.250 0.711 5.069 -0.872
C -2.162 1.128 3.809 -0.591
P -1.397 2.448 2.695 0.215
C -2.725 2.856 1.426 -0.251
C -3.862 3.875 1.927 -0.971
C 0.042 1.716 1.646 -0.231
O 0.033 2.047 0.228 -1.066
B 0.314 0.894 -0.646 0.885
C 1.865 0.740 -1.284 -0.619
C 2.202 -0.770 -1.707 -0.426
C 3.617 -0.909 -2.492 -0.512
C 4.006 -2.483 -2.433 -0.457
O 3.617 -3.140 -3.654 -0.347
C 3.401 -4.558 -3.458 -0.627
C -0.605 0.613 -1.968 -0.339
C -1.936 1.491 -2.058 -0.305
O -2.962 0.921 -2.926 -0.409
C -3.459 -0.280 -2.380 0.636
C -3.730 -1.550 -3.332 -0.909
O -3.759 -0.438 -1.169 -0.544
O 0.275 -0.233 0.321 -0.597
C 0.302 0.112 1.735 0.037
C 1.654 -0.258 2.514 0.770
F 2.784 -0.203 1.622 -0.300
F 1.959 0.674 3.556 -0.297
C 1.670 -1.717 3.166 0.016
F 2.631 -2.586 2.575 -0.264
F 0.429 -2.383 3.132 -0.252
H -1.826 -0.121 5.610 0.350
H -1.169 1.644 5.727 0.358
H -0.236 0.281 4.784 0.139
H -2.497 0.240 3.165 0.418
H -3.132 1.561 4.254 0.435
H -3.138 1.843 1.053 0.207
H -2.227 3.324 0.503 0.383
H -4.846 3.516 1.453 0.328
H -3.911 3.913 3.059 0.288
H -3.663 4.895 1.444 0.307
H 0.966 2.308 2.005 0.307
H 1.965 1.498 -2.194 0.480
H 2.662 1.095 -0.490 -0.208
H 2.279 -1.434 -0.786 0.216
H 1.412 -1.240 -2.383 0.241
H 4.424 -0.240 -2.052 0.259
H 3.378 -0.680 -3.591 0.314
H 5.145 -2.523 -2.308 0.284
H 3.523 -3.010 -1.539 0.374
H 3.962 -4.995 -2.562 0.312
H 3.804 -5.075 -4.403 0.250
H 2.288 -4.847 -3.417 0.234
H -0.795 -0.517 -2.002 0.090
H -0.003 0.841 -2.926 0.356
H -2.433 1.651 -1.050 0.106
H -1.619 2.530 -2.432 0.289
H -3.999 -2.452 -2.674 0.320
H -2.809 -1.850 -3.924 0.264
H -4.657 -1.378 -3.988 0.311
H -0.661 -0.413 2.077 0.521
H 1.973 -1.610 4.269 0.296
Gd 2.887 2.525 -0.593 1.803
```

Values from the calculation:
- Molecular weight: 590.46 g mol⁻¹
- HOMO-LUMO gap (alpha / beta): 5.5 / 4.4 eV
- E: -2572.9685 Eh
- HOMO energy (alpha / beta): -13.9 / -13.9 eV
- ⟨S²⟩: 16.779
- Net charge: +2
- 2S+1: 8

3.
# C17H31CrN2O2P2

A molecular structure, C17H31CrN2O2P2 in a non-equilibrium geometry (the ωB97M-V functional and the def2-TZVPD basis, the Open Molecules 2025 dataset).

```
55
Properties=species:S:1:pos:R:3:mulliken_charge:R:1
Cr 0.443 0.132 0.319 -0.321
P 0.552 1.825 -1.234 1.582
C -0.012 0.863 -2.675 -1.819
C -0.513 -0.530 -2.375 0.522
N -0.463 -0.969 -1.100 0.700
C -0.857 -2.240 -0.812 0.286
C -1.140 -3.135 -1.828 -0.930
C -1.161 -2.686 -3.152 -0.576
C -0.883 -1.345 -3.415 -0.637
C -0.883 -2.617 0.649 -1.200
P -1.074 -1.140 1.738 1.120
H -0.903 -0.911 -4.418 0.511
H -1.357 -4.165 -1.563 0.560
H -1.357 -3.364 -3.973 0.439
H -1.725 -3.283 0.855 0.595
H 0.030 -3.145 0.969 0.404
H -0.741 1.441 -3.247 0.611
H 0.849 0.830 -3.361 0.479
H -5.513 1.609 -2.202 0.304
O -5.742 1.955 -3.094 -0.609
H -4.895 2.040 -3.546 0.308
H -3.366 2.487 1.359 0.289
O -3.478 2.380 2.301 -0.587
H -4.337 2.791 2.553 0.308
C -2.878 -1.016 1.884 -1.329
H -3.273 -1.976 2.259 0.388
H -3.135 -0.187 2.558 0.424
H -3.306 -0.788 0.901 0.372
C -0.555 -1.633 3.414 -1.309
H -0.906 -0.850 4.109 0.385
H -1.010 -2.602 3.675 0.433
H 0.543 -1.692 3.461 0.358
C 2.269 2.280 -1.687 -1.550
H 2.282 2.978 -2.540 0.429
H 2.725 2.752 -0.806 0.422
H 2.830 1.367 -1.932 0.387
C -0.331 3.406 -1.152 -1.282
H 0.206 4.051 -0.437 0.403
H -0.362 3.896 -2.138 0.430
H -1.350 3.233 -0.771 0.327
C 2.974 -1.729 -0.631 -0.999
C 3.205 -0.875 0.544 0.190
C 4.345 -0.709 1.341 -0.925
C 4.015 0.227 2.349 -0.762
C 2.685 0.616 2.151 -0.059
C 1.837 1.563 2.884 -1.091
N 2.221 -0.071 1.063 0.621
H 3.848 -1.708 -1.297 0.384
H 2.098 -1.418 -1.217 0.044
H 2.800 -2.776 -0.329 0.258
H 5.277 -1.234 1.171 0.491
H 4.641 0.599 3.148 0.505
H 1.710 1.244 3.928 0.315
H 2.288 2.563 2.897 0.313
H 0.829 1.665 2.448 0.089
```

Values from the calculation:
- Molecular weight: 409.39 g mol⁻¹
- HOMO-LUMO gap (alpha / beta): 6.0 / 5.9 eV
- E: -2653.3516 Eh
- HOMO energy (alpha / beta): -9.3 / -9.3 eV
- Energy above the lowest of the compared OMol25 structures with the same formula, charge and spin: 0.000 eV
- ⟨S²⟩: 6.027
- Net charge: +1
- 2S+1: 5

4.
# C17H31F5P2V

A molecular structure, C17H31F5P2V in a non-equilibrium geometry (the ωB97M-V functional and the def2-TZVPD basis, the Open Molecules 2025 dataset).

```
56
Properties=species:S:1:pos:R:3:mulliken_charge:R:1
P -0.029 -1.768 -2.180 1.834
P 0.207 1.699 -2.011 1.844
C -0.341 -0.622 -3.597 -1.293
C 0.471 0.686 -3.549 -1.283
H -1.430 -0.436 -3.610 0.321
H -0.068 -1.182 -4.505 0.628
H 1.559 0.498 -3.615 0.355
H 0.178 1.328 -4.396 0.576
C -1.484 2.313 -2.383 -1.622
H -1.769 3.003 -1.581 0.374
H -2.215 1.493 -2.416 0.379
H -1.497 2.841 -3.344 0.466
C 1.277 3.105 -2.425 -1.448
H 0.924 3.593 -3.343 0.432
H 2.306 2.748 -2.568 0.389
H 1.241 3.805 -1.583 0.376
C -1.054 -3.185 -2.653 -1.406
H -0.941 -3.944 -1.869 0.378
H -0.736 -3.590 -3.623 0.434
H -2.103 -2.861 -2.707 0.372
C 1.680 -2.278 -2.611 -1.652
H 2.368 -1.420 -2.595 0.386
H 1.703 -2.741 -3.607 0.458
H 2.009 -3.009 -1.862 0.387
V 0.061 -0.087 2.538 0.032
C 0.705 1.595 1.097 -0.226
C -0.679 1.434 1.012 0.125
C -1.485 0.495 0.166 0.580
C -1.966 -0.803 0.843 -1.099
C -0.851 -1.697 1.259 -0.482
C 0.518 -1.639 0.970 -0.149
C 1.274 -0.681 0.122 0.526
C 1.802 0.631 0.774 -1.626
C 0.528 -1.642 3.853 -1.345
H 1.055 2.564 1.469 0.383
H -1.275 2.279 1.384 0.365
H -0.946 0.176 -0.745 -1.682
H -2.354 1.041 -0.233 0.766
H -2.614 -0.525 1.698 0.447
H -2.650 -1.316 0.138 0.648
H -1.167 -2.555 1.861 0.432
H 1.130 -2.489 1.302 0.283
H 0.664 -0.314 -0.733 -2.053
H 2.151 -1.192 -0.311 0.765
H 2.429 0.392 1.658 0.476
H 2.518 1.104 0.068 0.681
H 1.393 -1.273 4.430 0.269
H 0.736 -2.607 3.358 0.495
H -0.377 -1.702 4.488 0.290
F -2.029 0.916 4.294 -0.358
C -0.638 1.151 4.197 0.413
F -0.486 2.499 3.810 -0.316
C -0.061 1.047 5.617 0.453
F -0.453 -0.086 6.248 -0.231
F 1.302 1.115 5.619 -0.262
F -0.493 2.093 6.381 -0.287
```

Values from the calculation:
- Molecular weight: 443.32 g mol⁻¹
- HOMO-LUMO gap (alpha / beta): 7.9 / 7.8 eV
- E: -2792.1896 Eh
- HOMO energy (alpha / beta): -7.6 / -7.8 eV
- Energy above the lowest of the compared OMol25 structures with the same formula, charge and spin: 0.471 eV
- ⟨S²⟩: 3.774
- 2S+1: 4